1.
Here is a molecular structure, C36H21Cl2I2IrN6O5S from the Open Molecules 2025 dataset. Energies are from wB97M-V/def2-TZVPD.

Structure (XYZ):
```
74
C36H21Cl2I2IrN6O5S, DFT wB97M-V/def2-TZVPD
Ir 0.5421 0.1622 0.7459
C -4.6064 -1.1257 2.7175
C -4.1091 -0.0435 2.0006
C -2.7437 0.1354 1.8709
C -1.8945 -0.7655 2.4980
C -2.3721 -1.8512 3.2203
C -3.7406 -2.0316 3.3191
N -0.4899 -0.5436 2.3953
N 0.1863 -0.8181 3.4020
C 1.5605 -0.5387 3.2839
C 2.3870 -0.8137 4.3494
C 3.7365 -0.5058 4.2349
C 4.2019 0.0714 3.0679
C 3.3112 0.3222 2.0346
N 2.0221 0.0170 2.1450
H -5.6754 -1.2666 2.8030
H -4.7868 0.6586 1.5347
H -2.3366 0.9614 1.3027
H -1.6777 -2.5448 3.6735
H -4.1312 -2.8785 3.8660
H 1.9635 -1.2559 5.2392
H 4.4128 -0.7118 5.0529
H 5.2430 0.3314 2.9459
H 3.6262 0.7795 1.1085
Cl -1.7911 7.0490 -0.0609
C -1.1342 5.5333 0.4520
C -0.4233 5.4639 1.6163
C 0.1313 4.2440 2.0539
I 1.2116 4.1553 3.8266
C -0.0436 3.0897 1.3274
O 0.3880 1.9124 1.7486
C -0.7597 3.1736 0.1032
N -0.8343 2.0155 -0.5889
C -1.4578 2.0011 -1.7417
C -2.0533 3.1595 -2.2829
C -1.9891 4.3382 -1.5956
C -1.3190 4.3809 -0.3532
H -0.2825 6.3569 2.2090
H -1.4860 1.0697 -2.2884
H -2.5474 3.0936 -3.2418
H -2.4355 5.2406 -1.9906
Cl 5.3963 -1.3894 -3.8229
C 4.1765 -1.4586 -2.6015
C 3.8186 -2.6624 -2.0613
C 2.8280 -2.7462 -1.0634
I 2.2293 -4.5891 -0.3375
C 2.1920 -1.6180 -0.6106
O 1.2095 -1.6363 0.3009
C 2.5614 -0.3806 -1.1788
N 1.8791 0.7089 -0.7078
C 2.1539 1.9096 -1.1707
C 3.1300 2.1061 -2.1584
C 3.8131 1.0307 -2.6621
C 3.5457 -0.2659 -2.1729
H 4.2917 -3.5679 -2.4144
H 1.6010 2.7399 -0.7553
H 3.3194 3.1086 -2.5123
H 4.5598 1.1600 -3.4335
O -0.6087 -1.0019 -4.7246
S -0.1856 -1.8242 -3.6322
O 0.9921 -2.6284 -3.7652
N -0.0392 -0.8728 -2.2805
C -0.9212 -1.2000 -1.3988
O -1.0614 -0.6207 -0.2460
C -1.8519 -2.3003 -1.7564
C -2.8747 -2.8508 -1.0066
C -3.5854 -3.9059 -1.5663
C -3.2692 -4.3896 -2.8332
C -2.2346 -3.8352 -3.5806
C -1.5454 -2.7852 -3.0138
H -3.1068 -2.4682 -0.0205
H -4.3946 -4.3617 -1.0115
H -3.8372 -5.2139 -3.2434
H -1.9848 -4.2117 -4.5630
```

Values from the calculation:
* ⟨S²⟩: 0.76
* total charge: +1
* electronic energy: -4107.31428 Ha
* multiplicity: 2
* energy relative to the best compared isomer or geometry (same formula, charge and spin): 0.00 kJ/mol
* HOMO level (alpha / beta): -10.52 / -10.40 eV

=====

2.
Here is a molecular structure, C36H24Br3N3OPb in a non-equilibrium geometry from the Open Molecules 2025 dataset. Energies are from wB97M-V/def2-TZVPD.

Structure (XYZ):
```
68
C36H24Br3N3OPb, DFT wB97M-V/def2-TZVPD
Pb -0.8197 0.6452 -0.1653
Br 0.0683 -6.1117 -1.4306
C -0.7242 -4.4166 -1.1539
C -1.6212 -4.2346 -0.1072
C -2.2082 -2.9769 0.0952
C -1.9265 -1.8624 -0.7150
O -2.4796 -0.7229 -0.5464
C -0.9886 -2.1128 -1.7436
C -0.6451 -0.9819 -2.6181
N -0.2851 0.1392 -2.0899
C -0.2076 1.2534 -2.9216
C 0.7363 1.4174 -3.9380
C 0.7281 2.5797 -4.7104
C -0.2191 3.5762 -4.4576
C -1.1579 3.4126 -3.4205
C -2.1411 4.3614 -3.0991
C -3.0310 4.1024 -2.0574
C -2.9043 2.9074 -1.3670
N -1.9661 1.9866 -1.6433
C -1.1312 2.2371 -2.6490
C -0.4033 -3.3589 -1.9914
H -1.8804 -5.0483 0.5609
H -2.9148 -2.8488 0.9145
H -0.7603 -1.1361 -3.7045
H 1.4702 0.6380 -4.1122
H 1.4585 2.7077 -5.5036
H -0.2229 4.4778 -5.0633
H -2.2195 5.2894 -3.6554
H -3.8067 4.8084 -1.7888
H -3.5669 2.6352 -0.5509
H 0.3029 -3.4751 -2.8036
Br 0.1705 2.9125 -0.8228
C 0.7154 3.2773 0.9624
Br 0.1527 1.7419 1.9334
H 0.2059 4.1656 1.3364
H 1.7999 3.3758 1.0113
C -3.9372 0.4192 4.5205
C -3.8163 1.1971 3.3713
C -2.8540 0.8800 2.4114
C -2.0053 -0.2185 2.5952
C -1.0398 -0.5403 1.6368
C -0.1927 -1.6320 1.8141
C -0.3032 -2.4177 2.9584
C -1.2626 -2.1101 3.9259
C -2.1227 -1.0117 3.7586
C -3.0962 -0.6788 4.7143
H -4.6868 0.6666 5.2677
H -4.4710 2.0515 3.2210
H -2.7696 1.4954 1.5184
H 0.5496 -1.8628 1.0561
H 0.3564 -3.2701 3.0992
H -1.3352 -2.7342 4.8137
H -3.2059 -1.2740 5.6179
N 8.8172 -2.4232 0.8741
C 7.7232 -2.0520 0.7662
C 6.3710 -1.5931 0.6329
C 5.4061 -2.4128 0.0369
C 4.0872 -1.9653 -0.0931
C 3.7252 -0.6953 0.3720
C 4.6914 0.1238 0.9680
C 6.0104 -0.3236 1.0981
C 2.3717 -0.2361 0.2384
C 1.2466 0.1456 0.1273
H 5.6730 -3.4030 -0.3295
H 3.3469 -2.6140 -0.5591
H 4.4251 1.1142 1.3347
H 6.7512 0.3247 1.5640
H -2.0311 1.6893 0.6851
```

Values from the calculation:
* total charge: -2
* electronic energy: -9540.19636 Ha
* energy relative to the best compared isomer or geometry (same formula, charge and spin): 0.00 kJ/mol
* HOMO level (alpha / beta): 0.35 / 0.66 eV

=====

3.
Here is 2 unconnected molecules or ions with the total composition C36H24F4O2 in a non-equilibrium geometry from the Open Molecules 2025 dataset. Energies are from wB97M-V/def2-TZVPD.

Structure (XYZ):
```
66
C36H24F4O2, DFT wB97M-V/def2-TZVPD
F -3.0955 4.1678 -2.9565
C -2.9919 2.8184 -2.9578
C -4.1313 2.0340 -2.9463
C -4.0369 0.6536 -2.9467
F -5.1570 -0.1061 -2.9569
C -2.7951 0.0582 -2.9476
C -1.6187 0.8221 -2.9480
C -0.3506 0.1680 -2.9522
C 0.8693 0.8062 -2.9450
C 2.0748 0.1420 -2.9864
C 3.3544 0.7714 -3.0196
C 4.5245 -0.0018 -3.0339
C 5.7710 0.5838 -3.0869
F 6.8865 -0.1826 -3.1334
C 5.8755 1.9640 -3.1201
C 4.7414 2.7568 -3.1101
F 4.8514 4.1059 -3.1581
C 3.4988 2.1656 -3.0580
C -1.7523 2.2191 -2.9615
H -5.0984 2.5002 -2.9389
H -2.7375 -1.0147 -2.9583
H -0.3550 -0.9075 -2.9735
H 0.8757 1.8781 -2.9015
H 2.0585 -0.9329 -3.0172
H 4.4640 -1.0732 -2.9988
H 6.8467 2.4248 -3.1486
H 2.6413 2.8090 -3.0463
H -0.8893 2.8562 -2.9844
C -1.4873 3.3982 2.8041
C -0.1746 3.0339 3.0449
C 0.2637 1.7743 2.7234
C -0.6141 0.8211 2.1733
C -0.1469 -0.5355 1.8462
C 0.8033 -0.6718 0.7493
C 1.2134 -2.0077 0.2363
C 0.2888 -2.8761 -0.3356
C 0.6881 -4.1052 -0.8074
C 2.0169 -4.4724 -0.7334
C 2.9461 -3.6096 -0.1869
C 2.5481 -2.3829 0.2918
O 1.2611 0.3222 0.1990
C -0.6138 -1.6976 2.5982
C -1.6951 -1.5739 3.6153
C -1.7688 -0.5264 4.5277
C -2.7920 -0.4718 5.4476
C -3.7367 -1.4784 5.4944
C -3.6515 -2.5480 4.6260
C -2.6368 -2.5919 3.6962
O -0.1495 -2.8147 2.4189
C -1.9489 1.2109 1.9576
C -2.3699 2.4795 2.2646
H -1.8188 4.3989 3.0301
H 0.5028 3.7363 3.5024
H 1.2819 1.4826 2.9148
H -0.7487 -2.5914 -0.3674
H -0.0353 -4.7837 -1.2300
H 2.3320 -5.4281 -1.1176
H 3.9842 -3.8954 -0.1395
H 3.2610 -1.7010 0.7225
H -1.0110 0.2366 4.5226
H -2.8518 0.3549 6.1374
H -4.5296 -1.4399 6.2232
H -4.3689 -3.3522 4.6827
H -2.5392 -3.4329 3.0317
H -2.6309 0.4932 1.5374
H -3.3953 2.7594 2.0906
```

Values from the calculation:
* total charge: 0
* electronic energy: -1936.05298 Ha
* energy relative to the best compared isomer or geometry (same formula, charge and spin): 200.90 kJ/mol
* HOMO level: -6.22 eV